*A*
Below is a structure of composition C2H6N4S2, with properties calculated with ωB97M-V with the def2-TZVPD basis set.

Calculated values
LUMO	0.01	eV
charge	0
Kohn-Sham gap	8.09	eV
highest occupied orbital energy	-8.08	eV

Positions of all 14 atoms, in Å:
H (2.053, 2.305, -2.181)
N (-0.856, -0.103, 1.058)
H (1.533, -0.329, 1.064)
H (-1.995, 0.474, -1.330)
H (-0.818, 1.355, -2.891)
S (-0.979, -1.760, 3.171)
N (1.096, -1.266, 1.669)
N (-0.190, 0.871, -2.314)
C (-0.171, -1.061, 1.983)
N (-0.262, 0.174, -0.090)
S (1.559, 0.706, -2.375)
C (-0.930, 0.402, -1.207)
H (-1.943, -0.865, 0.755)
H (1.902, -0.904, 2.687)



*B*
Below is a cluster of 2 separate species, C2H6N4S2 in total, with properties calculated with ωB97M-V with the def2-TZVPD basis set.

Calculated values
LUMO	-0.01	eV
charge	0
Kohn-Sham gap	8.04	eV
highest occupied orbital energy	-8.05	eV

Positions of all 14 atoms, in Å:
C (-2.397, -0.168, 0.580)
S (-0.390, 2.459, 0.314)
H (0.137, -0.873, -1.595)
H (-1.210, -0.454, 2.333)
N (2.108, 0.826, 0.112)
H (-1.668, 2.306, 0.668)
N (1.015, 0.475, -0.396)
C (-2.018, -0.772, 1.648)
H (3.029, 0.465, -0.171)
H (-2.791, -1.221, 2.204)
N (-0.148, 0.989, -0.343)
N (0.959, -0.765, -1.138)
S (-3.006, 0.410, -0.698)
H (1.717, -0.746, -1.861)



Stability verdict: *B*, ahead by 25.6 kJ/mol



*A*
Below is a structure of composition C6H6N, with properties calculated with ωB97M-V with the def2-TZVPD basis set.

Calculated values
LUMO	-5.63	eV
charge	+1
Kohn-Sham gap	8.66	eV
highest occupied orbital energy	-14.28	eV

Positions of all 13 atoms, in Å:
H (2.422, -0.106, -1.064)
C (-1.624, -0.474, -0.661)
C (-2.769, -0.403, 0.194)
H (-0.218, -2.063, -1.613)
C (0.431, -0.126, -0.711)
H (1.721, 1.285, -0.103)
C (1.715, 0.135, -0.288)
C (-0.404, -1.119, -1.009)
N (-1.196, 0.833, -0.434)
H (1.985, -0.386, 0.724)
C (-1.947, 0.522, 0.722)
H (-1.723, 0.944, 1.613)
H (-3.643, -1.096, 0.314)



*B*
Below is a structure of composition C6H6N, with properties calculated with ωB97M-V with the def2-TZVPD basis set.

Calculated values
LUMO	-6.02	eV
charge	+1
Kohn-Sham gap	8.68	eV
highest occupied orbital energy	-14.71	eV

Positions of all 13 atoms, in Å:
C (0.086, -1.921, 0.315)
C (-0.058, -0.468, -0.746)
H (2.225, 1.375, -1.218)
C (-1.038, -1.504, 0.888)
H (-1.695, -1.843, 1.666)
H (-0.281, -0.758, -1.764)
H (1.415, 2.753, -0.287)
N (-1.158, -0.262, 0.209)
C (0.341, 0.945, -0.406)
H (0.813, -2.702, 0.327)
C (-0.813, 0.982, 0.471)
H (-1.215, 1.660, 1.204)
C (1.378, 1.742, -0.659)



*C*
Below is the ion C6H6N with charge +1, with properties calculated with ωB97M-V with the def2-TZVPD basis set.

Calculated values
LUMO (spin up / spin down)	-6.83 / -6.83	eV
charge	+1
Kohn-Sham gap (spin up / spin down)	6.98 / 6.98	eV
highest occupied orbital energy (spin up / spin down)	-13.81 / -13.81	eV

Positions of all 13 atoms, in Å:
H (-2.646, -0.347, 0.329)
C (2.018, 0.170, -0.041)
C (-0.674, 0.257, -0.167)
C (1.373, 1.220, -0.316)
H (-2.213, 1.527, -0.116)
C (-1.956, 0.469, 0.091)
H (-0.477, 2.428, 0.289)
C (0.046, 1.506, -0.009)
C (1.540, -1.141, 0.010)
H (-0.594, -1.839, -0.241)
N (-0.056, -0.964, -0.386)
H (1.591, -1.424, 1.171)
H (2.047, -1.863, -0.614)



*D*
Below is the ion C6H6N with charge +1, with properties calculated with ωB97M-V with the def2-TZVPD basis set.

Calculated values
LUMO (spin up / spin down)	-7.05 / -7.02	eV
charge	+1
Kohn-Sham gap (spin up / spin down)	6.36 / 6.39	eV
highest occupied orbital energy (spin up / spin down)	-13.41 / -13.41	eV

Positions of all 13 atoms, in Å:
H (1.305, -1.689, 0.465)
C (-2.730, -0.170, 0.124)
C (-3.924, -0.147, -0.100)
N (0.921, 0.194, -0.275)
H (2.870, 0.901, -0.627)
H (2.089, -1.524, -1.156)
C (-0.247, 0.617, 0.214)
C (2.263, 0.424, 0.096)
H (2.446, 0.902, 1.111)
H (-0.370, 1.686, 0.450)
H (-4.942, -0.233, -0.394)
C (-1.423, -0.028, 0.334)
C (1.741, -0.935, -0.240)



Stability verdict: *B*, ahead by 127.6 kJ/mol